Entry 1:
Computed, not measured: a molecular structure, C6H11NO, with ωB97M-V/def2-TZVPD.

Properties
Charge: 0
Spin multiplicity: 1
HOMO, eV: -9.262
LUMO energy, eV: 0.878
Relative energy (zero: lowest compared OMol25 entry of this formula, charge and spin), kcal per mole: 40.70
E, eV: -9936.689

Element x y z (Å)
C 0.789 1.977 -0.364
C 0.310 0.933 -1.377
C -0.787 -0.522 0.633
C -0.059 -0.183 1.928
C -0.693 -1.945 0.033
C -0.065 -1.494 -1.195
H 0.947 1.569 0.637
H 0.091 2.803 -0.242
H 1.715 2.371 -0.678
H -0.504 1.238 -2.057
H 1.251 0.739 -2.040
H -1.820 0.023 0.590
H -0.355 -0.805 2.729
H -0.240 0.929 2.119
H 0.965 -0.449 1.723
H -1.676 -2.333 -0.113
H -0.119 -2.700 0.592
N -0.101 -0.252 -0.663
O 0.351 -1.901 -2.256

Löwdin atomic charge list, values in e, 4 entries:
1. C -0.0772
2. C -0.1770
3. C -0.2570
4. C -0.0624

Entry 2:
Computed, not measured: 2 unconnected molecules or ions with the total composition C6H11NO, with ωB97M-V/def2-TZVPD.

Properties
Charge: 0
Spin multiplicity: 1
HOMO (alpha / beta), eV: -8.695 / -7.353
LUMO energy (alpha / beta), eV: -0.125 / 0.193
Relative energy (zero: lowest compared OMol25 entry of this formula, charge and spin), kcal per mole: 172.33
E, eV: -9930.982

Element x y z (Å)
C 1.254 0.042 0.608
C -1.478 1.049 0.015
C 2.312 -0.993 0.966
C -2.221 0.733 -1.244
N 1.483 0.642 -0.669
O 0.632 1.578 -0.949
C -0.164 -0.583 0.517
C -0.689 -1.689 0.615
H 1.613 -0.048 -1.416
H 1.216 0.844 1.345
H -1.125 2.062 0.119
H -1.947 0.695 0.925
H 3.292 -0.518 1.034
H 2.347 -1.785 0.216
H 2.073 -1.453 1.924
H -2.397 -0.339 -1.351
H -1.687 1.092 -2.122
H -3.205 1.221 -1.219
H -1.307 -2.551 0.687

Löwdin atomic charge list, values in e, 4 entries:
1. C -0.3644
2. C -0.0948
3. C -0.0540
4. C -0.1482

Entry 3:
Computed, not measured: a molecular structure, C6H11NO, with ωB97M-V/def2-TZVPD.

Properties
Charge: 0
Spin multiplicity: 1
HOMO, eV: -8.622
LUMO energy, eV: 0.704
Relative energy (zero: lowest compared OMol25 entry of this formula, charge and spin), kcal per mole: 154.68
E, eV: -9931.747

Element x y z (Å)
C 0.061 0.755 -1.557
C 0.924 0.742 -0.392
C 1.099 -0.793 0.888
C 0.034 0.309 0.828
C -1.304 -0.301 0.799
C -2.047 0.178 1.933
H 0.103 -1.111 -1.691
H -0.593 1.828 -1.866
H 0.859 0.732 -2.531
H 1.301 1.760 0.007
H 2.786 -0.284 -0.183
H 1.747 -0.535 1.732
H 0.706 -1.720 0.752
H -0.007 0.972 1.691
H -1.710 -0.900 -0.144
H -1.636 0.663 2.677
H -3.005 -0.322 1.827
N 1.676 -0.317 -0.383
O -0.610 -0.525 -1.822

Löwdin atomic charge list, values in e, 4 entries:
1. C -0.2064
2. C -0.4746
3. C -0.1157
4. C -0.2789

Entry 4:
Computed, not measured: C6H11NO2 in the gas phase, with ωB97M-V/def2-TZVPD.

Properties
Charge: 0
Spin multiplicity: 1
HOMO (alpha / beta), eV: -6.930 / -6.929
LUMO energy (alpha / beta), eV: -0.351 / -0.351
Relative energy (zero: lowest compared OMol25 entry of this formula, charge and spin), kcal per mole: 158.10
E, eV: -11979.412

Element x y z (Å)
C 1.099 -2.190 0.385
C -0.801 -0.881 -0.902
O 0.222 -1.028 0.328
O -1.824 -1.472 -0.823
H -0.187 -0.631 -1.774
H 0.445 -3.051 0.265
H 1.573 -2.204 1.363
H 1.856 -2.140 -0.396
C -1.735 1.202 0.927
C -0.739 1.107 -0.216
C 0.791 0.417 0.293
C 1.966 0.534 -0.421
N -0.723 1.894 -1.221
H -1.498 2.560 -1.195
H 0.806 0.768 1.324
H -1.710 0.315 1.562
H -2.747 1.311 0.535
H -1.512 2.076 1.545
H 2.622 1.363 -0.198
H 2.095 0.049 -1.382

Löwdin atomic charge list, values in e, 4 entries:
1. C 0.0014
2. C -0.2415
3. O -0.2155
4. O 0.1381

Entry 5:
Computed, not measured: C6H11NO3 in the gas phase, with ωB97M-V/def2-TZVPD.

Properties
Structure (SMILES): CC[C@](C=O)(NC=O)OC
Charge: 0
Spin multiplicity: 1
HOMO, eV: -9.357
LUMO energy, eV: 0.721
Relative energy (zero: lowest compared OMol25 entry of this formula, charge and spin), kcal per mole: 80.37
E, eV: -14030.793

Element x y z (Å)
C -0.233 1.943 -1.195
C 0.615 1.032 -0.425
C -0.136 -0.285 0.023
C -0.924 -1.104 -1.069
O -1.548 -0.581 -1.964
N -1.200 0.183 1.070
C -2.309 -0.671 1.180
O -2.623 -1.509 0.334
O 0.745 -0.992 0.861
C 1.549 -2.024 0.335
H -1.087 2.296 -0.630
H -0.733 1.531 -2.142
H 0.449 2.805 -1.387
H 1.051 1.513 0.416
H 1.514 0.504 -0.885
H -0.913 -2.273 -1.010
H -0.913 0.769 1.868
H -2.971 -0.487 2.006
H 1.849 -2.467 1.309
H 2.313 -1.640 -0.261
H 1.091 -2.850 -0.261

Löwdin atomic charge list, values in e, 4 entries:
1. C -0.1186
2. C -0.1871
3. C -0.3740
4. C -0.2040

Entry 6:
Computed, not measured: C6H11NS in the gas phase, with ωB97M-V/def2-TZVPD.

Properties
Charge: 0
Spin multiplicity: 1
HOMO (alpha / beta), eV: -8.801 / -8.151
LUMO energy (alpha / beta), eV: -0.371 / -0.190
Relative energy (zero: lowest compared OMol25 entry of this formula, charge and spin), kcal per mole: 113.04
E, eV: -18720.593

Element x y z (Å)
C 2.192 -0.363 -0.235
C 0.874 -0.556 0.104
C 0.436 1.957 0.016
C -0.145 0.557 -0.040
C 0.446 -1.849 0.548
C -0.905 0.345 -1.327
N -1.063 0.425 1.040
S -2.631 0.644 0.924
H 2.941 -1.171 -0.357
H 2.544 0.651 -0.482
H 0.900 2.313 0.948
H -0.332 2.648 -0.291
H 0.737 -2.078 1.544
H -0.599 -1.792 0.605
H 0.707 -2.605 -0.144
H -1.632 -0.374 -1.272
H -0.188 0.149 -2.157
H -1.397 1.294 -1.531
H -2.886 -0.197 2.106

Löwdin atomic charge list, values in e, 4 entries:
1. C 0.0626
2. C -0.3326
3. C 0.1219
4. C -0.7178